# 1
{
  "formula": "C6H5N2O6Ti",
  "method": "ωB97M-V/def2-TZVPD",
  "symbols": ["O", "C", "Ti", "C", "O", "C", "O", "C", "O", "C", "O", "H", "N", "C", "N", "O", "H", "H", "H", "H"],
  "positions_angstrom": [[-0.059792, 3.626883, 0.366150], [0.000081, 2.515723, 0.020579], [0.076582, 0.198048, -0.259196], [0.072557, -1.949849, -0.348081], [0.083609, -3.124981, -0.215626], [-0.187926, -1.072260, -2.070338], [-0.365877, -1.740766, -3.011978], [2.237381, 0.324961, -0.007377], [3.384872, 0.301826, 0.245365], [-2.119973, 0.332499, -0.072067], [-3.281236, 0.278862, 0.061945], [0.204993, 0.680570, -1.757936], [-0.005423, -1.197740, 3.716688], [-0.006171, -0.051444, 3.000995], [-0.004836, 1.102986, 3.674874], [-0.012305, -0.090830, 1.720668], [-0.001951, -1.201859, 4.727307], [-0.007697, -2.057148, 3.209281], [-0.006368, 1.947137, 3.138865], [-0.000720, 1.178382, 4.681881]],
  "forces_ev_per_angstrom": [[0.255, -4.719, -1.742], [-0.182, 4.513, 1.865], [-0.821, -2.613, -0.990], [0.719, -5.455, 3.877], [-0.194, 4.748, -1.256], [-1.055, -0.710, -3.736], [0.720, 2.409, 2.863], [5.720, -0.335, 1.130], [-5.487, 0.210, -1.267], [-5.357, -0.537, 0.350], [5.198, 0.368, -0.566], [0.441, 1.746, -2.190], [-0.005, 0.873, -0.308], [0.006, -0.675, -0.691], [0.013, 0.132, -0.134], [0.036, 0.368, 3.377], [-0.008, -0.075, -0.302], [0.004, -0.370, -0.043], [-0.001, 0.268, -0.009], [0.000, -0.145, -0.228]],
  "e_above_lowest_kcal_mol": 8.3,
  "homo_lumo_gap_ha": [0.2665, 0.2714],
  "multiplicity": 3,
  "total_charge": 1,
  "e_homo_ev": [-11.4923, -12.8035]
}



# 2
{
  "formula": "C6H5N2S",
  "method": "ωB97M-V/def2-TZVPD",
  "symbols": ["C", "C", "C", "C", "C", "C", "N", "N", "S", "H", "H", "H", "H", "H"],
  "positions_angstrom": [[0.093748, 1.075851, 0.305428], [-1.465293, -0.652761, -0.358297], [3.559659, -0.483956, 0.158065], [1.253769, 0.365902, 0.142802], [1.430960, -1.167794, 0.084000], [-1.183124, 0.609358, 0.205055], [2.801373, -1.487551, 0.334834], [0.509994, -1.996767, 0.032246], [2.716325, 1.078522, -0.271050], [0.247264, 2.137063, 0.590327], [-1.188084, -0.968727, -1.329116], [4.659023, -0.575655, 0.341116], [-2.030814, 1.151551, 0.609773], [-2.397698, -1.140984, 0.027975]],
  "forces_ev_per_angstrom": [[0.046, 2.513, 0.191], [-2.921, 1.186, 1.185], [0.189, -0.427, 0.121], [0.229, -2.162, -1.786], [1.395, 1.770, 1.500], [-0.297, -2.000, -0.309], [-0.136, 0.118, -0.590], [-0.557, -0.503, -0.080], [1.175, -0.114, 1.066], [-0.251, -0.645, -0.203], [1.079, -0.519, -0.496], [-1.025, 0.471, -0.469], [0.146, 0.007, 0.354], [0.926, 0.304, -0.484]],
  "homo_lumo_gap_ha": [0.2659, 0.2525],
  "multiplicity": 3,
  "total_charge": 1,
  "e_homo_ev": [-13.3034, -14.7684]
}